The following is a DFT calculation (the ωB97M-V functional and the def2-TZVPD basis) of a molecular structure, C4H6INO.

CARTESIAN COORDINATES (ANGSTROEM)
C (0.90901, -0.00445, -1.48897)
C (0.40260, 2.80942, -0.88687)
C (-0.69479, -1.12331, 1.18160)
C (-0.11405, -1.94028, -0.09301)
N (0.57547, -0.87250, -0.78803)
O (-0.68671, 2.54603, -0.47994)
I (1.85464, 2.46456, 0.56998)
H (0.71798, 3.74317, -1.75008)
H (-0.02838, -0.42602, 1.67407)
H (-1.45622, -0.59791, 0.65022)
H (-1.03232, -1.63831, 2.10410)
H (-0.91034, -2.09548, -0.79254)
H (0.46312, -2.86490, 0.09946)

Cartesian forces (eV/Å) of the 2 atoms listed first:
C 0.06 -0.30 0.07
C -0.77 3.32 -0.05

Values from the calculation:
Lowest unoccupied orbital energy: -0.04 eV
HOMO: -0.3502 Ha
Kohn-Sham gap: 9.49 eV

Atom charges from the natural (NBO) analysis, given in e for atoms 1 to 6: 0.255, 0.249, -0.617, -0.228, -0.521, -0.513